Entry from the Open Molecules 2025 dataset: a cluster of 2 separate species, C11H18 in total at a distorted geometry (ωB97M-V with the def2-TZVPD basis set).

CARTESIAN COORDINATES (ANGSTROEM)
C -0.52355 -1.72201 -1.87259
C -0.12464 -1.76866 -0.44598
C 1.25569 -1.77131 -0.12319
C 1.64371 -1.74547 1.19776
C 0.72072 -1.62326 2.24622
C -0.60672 -1.78232 1.92584
C -0.93168 -2.15896 0.60817
H 0.25887 -1.98226 -2.59694
H -0.84864 -0.75759 -2.27881
H -1.30199 -2.45556 -2.11744
H 1.96768 -1.66843 -0.92702
H 2.69183 -1.68840 1.39280
H 1.08122 -1.40916 3.23694
H -1.46191 -1.63327 2.56994
H -1.93005 -2.46232 0.34874
C 0.30098 1.48848 0.10638
C -0.58417 2.51615 -0.57649
C -0.47372 3.87232 0.12284
C -0.37447 2.67034 -2.07583
H 0.37867 0.59746 -0.53169
H 0.02994 1.14517 1.09017
H 1.35722 1.77455 0.00442
H -1.61648 2.15472 -0.50227
H -1.09868 3.95010 1.01453
H 0.53228 4.12596 0.43962
H -0.88630 4.66972 -0.50068
H -0.76571 1.84156 -2.68431
H -1.07194 3.44904 -2.40762
H 0.60967 2.90070 -2.49015

Results
SMILES: Cc1ccccc1.CC(C)C
Energy above the lowest of the compared OMol25 structures with the same formula, charge and spin, kcal/mol: 29.1

---

Entry from the Open Molecules 2025 dataset: a cluster of 2 separate species, C11H18 in total at a distorted geometry (ωB97M-V with the def2-TZVPD basis set).

CARTESIAN COORDINATES (ANGSTROEM)
C -2.16787 1.35164 -0.71326
C -3.61764 1.26026 -1.16891
C -1.51842 2.68457 -1.18945
C -2.04200 1.31068 0.82669
H -1.57604 0.57539 -1.20702
H -3.68806 1.52924 -2.21813
H -4.28758 1.88837 -0.59430
H -2.14059 3.55213 -0.97303
H -0.60696 2.88828 -0.62197
H -1.32358 2.59341 -2.25215
H -2.09431 0.30115 1.23632
H -1.09184 1.73952 1.16553
H -2.76594 2.04579 1.18413
H -3.96315 0.23791 -1.05828
C 3.30805 -0.66760 2.14193
C 1.36226 -2.47985 -1.11471
C 1.39845 -1.05802 -1.06061
C 1.77981 -3.28329 -0.02998
C 1.90813 -0.45022 0.03132
C 2.25159 -2.67132 1.08145
C 2.46597 -1.27145 1.07988
H 0.99363 -2.90901 -2.03844
H 0.85726 -0.53600 -1.84071
H 1.76045 -4.33760 -0.15350
H 1.90835 0.60712 0.26657
H 2.50174 -3.28589 1.93534
H 3.67168 0.30308 1.82791
H 4.07542 -1.37202 2.44598
H 2.64117 -0.54631 3.01140

Results
Energy above the lowest of the compared OMol25 structures with the same formula, charge and spin, kcal/mol: 9.0
Multiplicity: 2
Expectation value of S²: 0.768
Net charge: +1

---

Entry from the Open Molecules 2025 dataset: a structure of composition C11H18BFO2 at a distorted geometry (ωB97M-V with the def2-TZVPD basis set).

CARTESIAN COORDINATES (ANGSTROEM)
B -3.65565 0.55476 0.81286
C -1.71724 -2.48590 0.13760
C -1.20702 -2.11367 -1.15919
C -2.12683 -1.61025 1.00277
C -1.20540 -0.84897 -1.64987
C -2.18296 -0.16344 0.81682
C -1.30528 0.31128 -0.80596
C 3.39924 -0.43803 0.92581
C 0.57025 1.82490 -1.68135
C 2.09009 0.37382 0.86175
C 1.04817 -0.20060 -0.14258
C 0.07849 0.96453 -0.55464
O -3.95419 1.35838 1.84282
O -4.35746 0.34377 -0.27450
F -2.07687 1.33460 -1.31002
H -1.80690 -3.55165 0.13866
H -0.85029 -2.99243 -1.69442
H -2.67205 -2.00143 1.86788
H -0.60774 -0.76207 -2.60300
H -1.54860 0.40488 1.52059
H 3.65443 -0.68756 -0.08018
H 4.16060 0.09148 1.37761
H 3.32209 -1.50876 1.43662
H 0.06007 2.83899 -1.59744
H 1.65258 2.04643 -1.37215
H 0.33239 1.39652 -2.73475
H 1.59117 0.43334 1.83429
H 2.43619 1.30288 0.53828
H 1.66853 -0.60342 -0.93749
H 0.49820 -0.94747 0.37638
H -0.22670 1.64977 0.26883
H -4.83817 1.72180 1.93652
H -5.09248 0.85074 -0.58689

Results
E_tot, eV: -19184.4906
Multiplicity: 3
Expectation value of S²: 2.010

---

Entry from the Open Molecules 2025 dataset: a structure of composition C11H18Br13INO (ωB97M-V with the def2-TZVPD basis set).

CARTESIAN COORDINATES (ANGSTROEM)
C -2.86402 -0.81645 2.14849
C -2.73410 0.70147 2.05518
I -3.39177 1.44328 0.15017
C -1.38509 1.30565 2.48067
C -0.06996 0.78296 1.88885
Br 1.35688 2.00555 2.39725
C -0.02485 0.54681 0.37919
O 1.18933 -0.02625 -0.02316
C 1.33330 -1.32987 0.48142
C 1.40676 -1.34040 2.00184
N 0.28680 -0.52257 2.60724
H -2.07648 -1.35648 1.61392
H -3.79686 -1.15790 1.70211
H -2.87027 -1.13730 3.19796
H -3.46021 1.14808 2.73299
H -1.40164 2.38264 2.31222
H -1.30467 1.18899 3.57258
H -0.87305 -0.07894 0.07516
H -0.12826 1.51172 -0.11490
H 2.27556 -1.73110 0.10369
H 0.52128 -1.97771 0.12011
H 2.33553 -0.90618 2.36738
H 1.30246 -2.35628 2.38277
H 0.55775 -0.25004 3.55388
H -0.55892 -1.09212 2.68820
C 2.24980 6.29972 2.60117
Br 0.41516 5.80809 2.28385
Br 2.38311 7.91831 3.60671
Br 3.22449 4.86336 3.44361
H 2.70673 6.46670 1.63624
C 4.78717 -2.33317 -2.27261
Br 3.01093 -3.00575 -2.58917
Br 4.72520 -0.62624 -1.38689
Br 5.85343 -3.59393 -1.29977
H 5.25188 -2.17803 -3.23614
C -4.38783 1.73354 -4.05995
Br -5.39862 0.32797 -3.22370
Br -5.03457 2.12589 -5.81783
Br -4.34691 3.31384 -2.95689
H -3.36975 1.38411 -4.15514
C 0.53007 -4.94321 -5.11587
Br -0.76412 -5.07980 -6.51966
Br -0.21740 -4.07221 -3.56191
Br 1.28374 -6.64375 -4.65559
H 1.33502 -4.31283 -5.46688

Results
E_tot, eV: -933881.5430
Net charge: +1